# 1
ORCA calculation (ωB97M-V/def2-TZVPD) on a cluster of 2 separate species, C3H4I2NO4 in total.

The HOMO energy (alpha / beta) comes out at -3.8 / -3.8 eV. For the energy, the calculation gives -29056.748 eV. As for the HOMO-LUMO gap (alpha / beta): 6.3 / 6.3 eV. The calculation puts the lowest unoccupied orbital energy (alpha / beta) at 2.457 / 2.457 eV.

Structure (ORCA input):
```
! RIJCOSX wB97M-V def2-TZVPD def2/J DEFGRID3
* xyz -1 1
I 3.48793 0.96223 0.43104
I -3.59034 1.12009 -0.04347
O -1.94788 -0.70879 2.33029
O -1.28875 -1.86783 0.63593
O 1.11900 -0.27613 -0.74724
O 0.42827 2.20479 0.26424
N -0.30605 1.39153 0.93866
C 1.79804 0.71289 -0.84705
C -1.47028 -0.69145 1.25063
C -1.13298 0.46245 0.44236
H 1.88013 1.37831 -1.75781
H -0.48309 1.80406 1.90415
H -0.78226 0.30539 -0.54083
H -0.78931 -1.58877 -0.17052
*
```

=====

# 2
ORCA calculation (ωB97M-V/def2-TZVPD) on a cluster of 3 separate species, C9H28BNO4P in total.

The HOMO energy comes out at -5.0 eV. For the energy, the calculation gives -29435.527 eV. As for the HOMO-LUMO gap: 8.2 eV. The calculation puts the lowest unoccupied orbital energy at 3.252 eV.

Structure (ORCA input):
```
! RIJCOSX wB97M-V def2-TZVPD def2/J DEFGRID3
* xyz -1 1
P -1.90473 -1.45234 -0.58348
O -1.18142 -0.73722 0.74390
O 0.37386 0.71386 2.76560
O -1.74984 2.39769 -0.59216
O -3.21436 -2.13837 0.15332
N -2.34542 -0.30772 -1.55968
C -3.83252 3.55114 -0.06506
C 2.32849 -1.50438 -0.03063
C 0.64109 -2.38736 -1.76118
C 1.90834 -2.66878 -0.93573
C 2.84106 -0.32261 -0.86780
C 3.34887 -1.97392 1.00806
C 1.41912 1.56378 2.31502
C 0.88076 2.66879 1.42744
C -2.65280 3.38686 -1.01266
B -0.78309 -2.90489 -1.11933
H -2.99592 -3.05317 0.37833
H 0.13253 3.25495 1.96392
H -3.47918 3.79022 0.93925
H 2.85347 -2.48785 1.83450
H 3.92371 -1.14647 1.43327
H -4.40587 2.62310 -0.00960
H -2.19510 1.52367 -0.61803
H -1.48211 -3.52172 -1.90537
H 1.74898 -3.55379 -0.30799
H 2.17459 0.98589 1.77160
H 2.04163 0.36729 -1.14235
H 1.67198 3.33728 1.07937
H 3.59762 0.25514 -0.32909
H 4.06551 -2.67873 0.57161
H -3.02253 3.17485 -2.02588
H 2.76606 -2.89829 -1.58502
H 0.60552 -1.30570 -1.95178
H 1.42748 -1.17666 0.49840
H -1.13534 -1.38774 1.46316
H 0.75291 -2.83289 -2.75441
H -0.11571 0.42503 1.97927
H -2.08593 4.32071 -1.06470
H 1.89463 1.95755 3.21664
H 3.29527 -0.66163 -1.80429
H -3.35374 -0.19346 -1.58053
H -0.63694 -3.58288 -0.09396
H 0.38201 2.23457 0.55993
H -4.50293 4.34623 -0.40191
*
```

=====

# 3
ORCA calculation (ωB97M-V/def2-TZVPD) on a structure of composition C5H10FN2O.

The relative energy (zero: lowest compared OMol25 entry of this formula, charge and spin) is 212.9 kJ/mol. The HOMO energy (alpha / beta) comes out at -9.9 / -15.5 eV. For the energy, the calculation gives -13078.814 eV. As for the HOMO-LUMO gap (alpha / beta): 7.2 / 8.9 eV. The calculation puts the lowest unoccupied orbital energy (alpha / beta) at -2.710 / -6.520 eV. As for the expectation value of S²: 2.02.

Structure (ORCA input):
```
! RIJCOSX wB97M-V def2-TZVPD def2/J DEFGRID3
* xyz 1 3
F -3.72557 -0.72874 -0.17529
O -0.49881 0.59342 0.05719
N -0.20400 -0.77924 0.14243
N 2.27307 -1.40926 0.08870
C -2.23457 2.23512 -0.02313
C -1.33696 -1.40611 0.12915
C -2.43325 -0.54727 0.03395
C 3.04767 -0.12432 -0.13244
C -1.76104 0.89237 -0.02599
H 2.94821 0.38810 0.85457
H 2.94823 -2.10294 0.36909
H 2.50633 0.60983 -0.85937
H -2.56498 2.58119 -1.07012
H 4.07650 -0.27906 -0.51745
H -1.48225 -2.38097 0.42535
H -1.55984 2.78215 0.50939
H 2.01152 -1.70828 -0.81762
H 1.08888 -0.97934 0.46339
H -3.09915 2.36335 0.54819
*
```

=====

# 4
ORCA calculation (ωB97M-V/def2-TZVPD) on a cluster of 2 separate species, C3H5BrO in total.

The relative energy (zero: lowest compared OMol25 entry of this formula, charge and spin) is 433.5 kJ/mol. The HOMO energy (alpha / beta) comes out at -9.3 / -9.6 eV. For the energy, the calculation gives -75276.788 eV. As for the HOMO-LUMO gap (alpha / beta): 9.0 / 9.3 eV. The calculation puts the lowest unoccupied orbital energy (alpha / beta) at -0.345 / -0.309 eV.

Structure (ORCA input):
```
! RIJCOSX wB97M-V def2-TZVPD def2/J DEFGRID3
* xyz 0 1
Br 3.53935 0.00923 0.60210
O 0.80377 0.38427 1.71255
C -0.80010 -0.26908 -0.12912
C 0.48444 0.29594 0.35676
C 1.67311 -0.37901 0.94866
H -0.54711 -1.23998 -0.58347
H 0.40446 2.15527 -0.42446
H -1.40555 -0.44337 0.71171
H -1.29018 0.42326 -0.79699
H 1.67231 -1.42892 1.14602
*
```

=====

# 5
ORCA calculation (ωB97M-V/def2-TZVPD) on a structure of composition C36H30Cl2N5O6PPdS.

The relative energy (zero: lowest compared OMol25 entry of this formula, charge and spin) is 53.8 kJ/mol. The HOMO energy (alpha / beta) comes out at -13.8 / -14.5 eV. For the energy, the calculation gives -106182.067 eV. As for the HOMO-LUMO gap (alpha / beta): 8.7 / 6.1 eV. The calculation puts the lowest unoccupied orbital energy (alpha / beta) at -5.122 / -8.426 eV. As for the expectation value of S²: 6.04.

Structure (ORCA input):
```
! RIJCOSX wB97M-V def2-TZVPD def2/J DEFGRID3
* xyz 2 5
Pd -0.45240 -0.10228 -0.83491
Cl 0.39145 2.87129 -5.46681
Cl -3.07851 -0.08643 -2.44509
S -0.02902 1.00678 -3.04032
P 1.31761 -1.97043 -0.12734
O -5.51689 4.84978 3.69574
O -2.14239 0.92105 0.16828
O 0.06793 6.55328 1.67659
O -5.74105 2.89760 2.80380
O -0.27740 2.02321 -0.08876
O -1.58449 7.47352 2.71644
N -0.06380 -0.32498 1.55533
N -5.13638 3.92913 3.01237
N 0.77734 0.30969 2.40080
N -1.05827 6.55760 2.13080
N -0.75561 -2.19135 -2.18903
C -3.44488 1.98319 -5.79978
C 2.01857 -4.04569 3.25769
C -3.71522 1.19749 -4.67805
C -0.62010 -0.75842 3.68262
C 1.45580 -3.58414 2.08114
C -2.03851 3.10900 1.10482
C 3.79042 -2.41858 3.05729
C 4.11486 -0.50053 -2.70332
C 1.12488 -3.38979 -1.20015
C -2.70470 0.89599 -3.80752
C 4.11221 0.86241 -2.41871
C -3.79640 4.05663 2.39113
C -3.09495 5.23398 2.55515
C 2.44161 -0.86131 -1.01065
C -1.46330 1.97336 0.35577
C -1.84780 5.31370 1.96956
C -1.15135 2.19959 -5.16495
C -1.36940 1.37395 -4.01056
C 1.26897 0.65583 4.81507
C 0.20952 -4.18488 -3.27616
C -2.02618 -1.81634 1.76454
C 1.94751 -5.43282 -2.15766
C -1.30092 4.27635 1.24828
C 3.23488 -1.94899 1.87680
C 1.08409 -5.26180 -3.23513
C 1.97232 -4.49876 -1.13675
C 2.07274 -2.54301 1.38124
C -2.17234 2.47803 -6.04473
C -0.92277 -0.98955 2.33407
C 2.46316 0.51012 -0.71151
C 3.18371 -3.46265 3.74537
C 3.27565 -1.36190 -2.01825
C 0.47581 0.07752 3.69268
C 3.29331 1.36621 -1.41758
C -3.29757 2.99045 1.67721
C 0.20648 -3.26551 -2.23989
H -2.08933 -2.78144 2.26703
H -0.32213 4.38010 0.80383
H -1.58093 -2.50258 -1.68414
H -1.14065 -1.14766 4.54401
H 2.61537 -6.28354 -2.12436
H 3.27875 -2.41718 -2.25788
H -1.97244 3.08529 -6.91636
H -1.87557 -1.98022 0.69793
H 1.07357 -5.98559 -4.03982
H 3.30288 2.42320 -1.18347
H 0.66279 0.70802 5.71578
H -0.49026 -4.07962 -4.09754
H 2.13681 0.02905 5.02962
H 1.55290 -4.86104 3.79561
H -3.87993 2.08714 1.56753
H -4.71256 0.82309 -4.49550
H 4.74929 1.53195 -2.98301
H 3.62573 -3.82979 4.66300
H 4.70422 -1.97757 3.43322
H 1.83650 0.91943 0.06468
H 2.66665 -4.60936 -0.31327
H -2.98359 -1.30871 1.88674
H -4.24612 2.21351 -6.49019
H 3.72127 -1.15174 1.32754
H 1.62729 1.65795 4.57744
H -3.50725 6.05901 3.11771
H 0.54954 -4.04253 1.69919
H 4.77806 -0.89521 -3.46237
H 1.48786 0.92763 2.04998
H -1.06699 -1.93817 -3.11990
*
```

=====

# 6
ORCA calculation (ωB97M-V/def2-TZVPD) on the molecule C11H24N2O.

As for the SMILES: CCC(CC)=[N+]([O-])C(C)(C)[C@@H](C)NC. The relative energy (zero: lowest compared OMol25 entry of this formula, charge and spin) is 554.9 kJ/mol. The HOMO energy (alpha / beta) comes out at -7.8 / -7.9 eV. For the energy, the calculation gives -16817.085 eV. As for the HOMO-LUMO gap (alpha / beta): 8.7 / 8.3 eV. The calculation puts the lowest unoccupied orbital energy (alpha / beta) at 0.862 / 0.394 eV.

Structure (ORCA input):
```
! RIJCOSX wB97M-V def2-TZVPD def2/J DEFGRID3
* xyz 0 1
O 0.33615 1.74780 1.41742
N 0.31876 0.63933 0.77590
N -2.25251 0.97168 -0.54945
C -1.70501 0.26176 2.09889
C 2.82059 1.31450 0.29549
C -3.13918 1.11945 -1.68582
C -3.03048 -1.20145 -0.28736
C 3.15866 -1.97042 -0.30321
C 1.84316 0.24882 0.03433
C 2.69483 2.48331 -0.71215
C 2.23888 -0.86552 -0.89061
C -0.27415 -1.58756 1.31173
C -0.83548 -0.21303 0.91966
C -1.67968 -0.33286 -0.40881
H -3.28589 -1.67888 -1.26630
H -4.14736 0.89670 -1.21982
H 2.80474 -2.79473 0.44755
H -1.86637 1.39877 2.00294
H 3.49946 3.22968 -0.78998
H -3.18707 2.19873 -2.15903
H -2.95709 0.55688 -2.59364
H -3.73514 -0.46636 0.06922
H -1.49655 1.55580 -0.57786
H 2.80116 1.73884 1.28452
H 3.70858 0.82371 0.01521
H -3.03629 -2.12928 0.50204
H 3.80226 -1.43959 0.32885
H 1.64887 2.92542 -0.60356
H -1.10554 -2.44009 1.15989
H 2.67114 1.94431 -1.72855
H 1.23337 -1.30431 -1.12304
H 2.70976 -0.64875 -1.79641
H 0.68371 -1.85723 0.88168
H -0.12158 -1.62228 2.45154
H -1.16835 -0.00739 3.00482
H 3.79789 -2.52621 -1.04857
H -2.65305 -0.26394 2.01814
H -1.09520 -0.70561 -1.27562
*
```